1.
Molecular formula: CH6P2S
Method: DFT, ωB97M-V/def2-TZVPD

Output
**Frontier orbital gap (spin up / spin down)**: 8.13 / 7.80 eV
**E_tot**: -30543.28242 eV
**LUMO (spin up / spin down)**: 0.2 / -1.1 eV
**HOMO (spin up / spin down)**: -7.97 / -8.93 eV
**Relative energy (zero: lowest compared OMol25 entry of this formula, charge and spin)**: 300.6 kJ/mol
**Multiplicity**: 1

Each line ends with the Mulliken charge.
Element x y z (Å)
1 S -2.167 -1.464 -1.628  -0.15
2 C 2.834 0.428 0.355  -0.79
3 H 2.390 1.330 -0.211  0.20
4 H 3.216 0.624 1.233  0.33
5 P -1.674 0.570 -1.445  0.01
6 H -4.536 -0.544 -1.386  0.09
7 P -3.918 -1.468 -0.425  -0.04
8 H -3.607 -0.538 0.499  0.07
9 H -0.470 0.597 -2.156  0.03
10 H 2.720 -0.575 -0.083  0.25

***

2.
Molecular formula: C20H13ClN6OS
Method: DFT, ωB97M-V/def2-TZVPD

Output
**Frontier orbital gap**: 8.88 eV
**E_tot**: -55294.90740 eV
**LUMO**: 0.1 eV
**HOMO**: -8.80 eV
**Relative energy (zero: lowest compared OMol25 entry of this formula, charge and spin)**: 0.0 kJ/mol
**Multiplicity**: 1

Each line ends with the Mulliken charge.
Element x y z (Å)
1 N 1.029 -1.692 -0.436  0.59
2 N -6.207 -0.619 1.443  -0.67
3 C 3.094 -1.760 0.954  0.51
4 C 0.380 -1.120 0.625  0.31
5 C 0.471 -1.760 -1.740  -1.14
6 H -0.735 -4.287 -3.571  0.30
7 C -5.244 -1.459 0.912  -0.24
8 C 2.360 -0.839 1.733  -0.05
9 H -3.040 3.163 2.029  0.23
10 N -4.009 -1.074 0.872  -0.38
11 H 0.409 -0.394 -4.965  0.36
12 C -5.517 0.412 1.706  0.35
13 H -0.454 -2.636 -5.428  0.39
14 C -0.025 -3.016 -2.044  -0.09
15 S -1.454 0.984 1.271  -0.23
16 C 4.480 -0.652 3.066  -0.53
17 C 4.508 -1.898 1.114  -0.55
18 C -1.118 -0.777 0.674  -0.38
19 H 2.594 0.403 3.390  0.47
20 C 0.389 -1.163 -4.176  -0.72
21 C -5.038 2.566 2.420  -0.18
22 C 2.326 -2.166 -0.251  0.55
23 H 5.050 -2.513 0.368  0.36
24 O 2.933 -2.826 -1.034  -0.60
25 C 3.119 -0.301 2.810  -0.55
26 H -5.310 3.487 2.793  0.44
27 H -1.707 -0.834 -0.288  0.48
28 C 0.682 -0.904 -2.804  0.91
29 C -3.229 1.119 1.562  0.10
30 H -1.592 -1.429 1.401  0.46
31 H -5.548 -2.339 0.298  0.35
32 N 0.966 -0.844 1.734  -0.50
33 C 5.138 -1.403 2.188  -0.49
34 Cl 1.209 0.633 -2.511  -0.23
35 H 4.988 -0.310 3.952  0.39
36 C -0.319 -3.278 -3.365  -0.72
37 N -3.711 2.400 1.985  -0.10
38 N -5.939 1.581 2.311  -0.53
39 C -0.168 -2.391 -4.410  -0.33
40 H -0.161 -3.830 -1.382  0.52
41 H 6.111 -1.691 2.351  0.48
42 C -4.133 0.151 1.449  0.67

***

3.
Molecular formula: C5H8NP
Method: DFT, ωB97M-V/def2-TZVPD

Output
**Frontier orbital gap**: 8.80 eV
**E_tot**: -16088.91832 eV
**LUMO**: -0.2 eV
**HOMO**: -9.02 eV
**Relative energy (zero: lowest compared OMol25 entry of this formula, charge and spin)**: 382.4 kJ/mol
**Multiplicity**: 1

Each line ends with the Mulliken charge.
Element x y z (Å)
1 H -1.187 2.746 0.428  0.31
2 H 1.329 -3.690 0.487  0.30
3 H -2.662 2.140 -0.568  0.32
4 C -1.339 0.616 0.305  -0.41
5 C 1.658 1.186 0.058  0.18
6 H -1.571 0.621 1.359  0.37
7 C -1.616 1.967 -0.263  -1.10
8 P 0.376 -0.119 0.156  0.46
9 H 1.400 -2.856 -0.956  0.31
10 N 2.458 1.985 -0.132  -0.39
11 H -1.083 2.362 -1.185  0.33
12 H -1.809 -0.198 -0.375  0.28
13 C 0.254 -1.825 0.236  -0.36
14 H 2.325 -2.224 0.367  0.32
15 C 1.467 -2.710 0.084  -0.91